ORCA calculation (wB97M-V/def2-TZVPD) on a cluster of 14 separate species, C56H154N14O14 in total in a non-equilibrium geometry.

Geometry as XYZ:
```
238
Properties=species:S:1:pos:R:3:forces:R:3:lowdin_charge:R:1
C -5.206087 4.313205 -4.300573 -0.7 2.1 -0.3 -0.0556
C -3.701247 4.463315 -4.260823 0.3 0.3 0.3 -0.3877
C -3.193487 5.905295 -3.913713 -1.3 0.5 -0.4 -0.1820
O -1.808197 6.081905 -4.012463 0.1 -2.5 -0.3 -0.2003
C -1.332417 7.344045 -4.265803 -0.2 1.4 0.6 -0.1172
N -3.261997 3.645705 -3.156543 1.8 -0.8 -0.3 0.0302
H -5.665317 3.324705 -4.291553 0.6 -0.1 0.1 0.0695
H -5.660557 4.880695 -5.112663 0.1 -0.2 -0.5 0.0756
H -5.562297 4.906805 -3.458633 -0.3 -0.4 0.5 0.0740
H -3.205927 4.150695 -5.180083 -0.1 0.1 -0.4 0.1389
H -3.474137 6.221115 -2.908933 -0.4 -0.5 0.4 0.1123
H -3.705077 6.635355 -4.540923 -0.1 0.0 -0.5 0.1226
H -0.968657 7.489435 -5.282973 0.2 -0.2 0.0 0.0926
H -0.581017 7.550965 -3.503773 0.4 0.2 -0.3 0.0912
H -2.114557 8.081835 -4.086853 -0.2 0.3 -0.1 0.0862
H -3.391747 2.658325 -3.324913 -0.6 -0.4 -0.2 0.0785
H -2.259297 3.674655 -3.274293 0.7 0.1 0.6 0.0519
C 1.195783 -4.448625 -1.319723 -0.7 1.3 -1.7 -0.0854
C 0.847783 -4.639435 0.061907 0.1 -1.4 2.8 -0.4295
C -0.581857 -5.184325 0.351847 0.2 0.6 0.3 -0.1321
O -0.791437 -5.256095 1.782557 0.3 -0.8 -0.4 -0.2581
C -1.820957 -6.161585 2.195287 0.8 -0.3 0.0 -0.0763
N 1.902963 -5.518475 0.651367 -1.7 0.2 0.4 0.0463
H 0.714063 -3.506695 -1.582023 0.3 0.1 -0.7 0.0603
H 0.772693 -5.197395 -1.989383 0.3 -0.3 0.0 0.0933
H 2.283983 -4.396525 -1.354353 -0.1 0.1 -0.5 0.0953
H 1.011513 -3.743955 0.661417 -0.4 0.5 -0.2 0.1282
H -0.715517 -6.139745 -0.155503 0.2 -0.5 0.3 0.1256
H -1.366567 -4.552795 -0.064683 0.0 0.4 -0.2 0.1152
H -2.813517 -5.786135 1.946357 -0.1 -0.4 -0.6 0.0877
H -1.859097 -6.333395 3.270987 0.5 0.8 0.3 0.0858
H -1.495817 -7.142705 1.849177 -0.9 -0.2 -0.6 0.0919
H 1.477383 -5.580225 1.565247 0.6 -0.7 0.9 0.0507
H 1.753033 -6.435615 0.255807 0.2 -0.5 -0.2 0.0882
C -4.268027 5.690555 1.325287 1.3 0.4 0.3 -0.0362
C -3.730137 5.409515 -0.079063 -0.5 3.4 -0.6 -0.4834
C -2.225067 5.512825 -0.274903 0.3 -1.5 1.9 -0.2066
O -1.795727 6.731575 0.282617 -0.3 0.7 -0.6 -0.1695
C -0.407667 6.898175 0.394617 0.4 -0.9 0.8 -0.0935
N -4.309877 4.282285 -0.661613 0.1 -2.2 0.6 0.0493
H -3.826387 4.953665 1.996137 -0.5 -0.4 0.1 0.0627
H -5.352777 5.756635 1.409247 0.0 -0.5 -0.3 0.0752
H -3.895867 6.629345 1.735497 0.1 0.2 -0.3 0.0718
H -3.999127 6.219665 -0.756863 -0.6 1.2 0.4 0.1171
H -1.849347 5.297785 -1.275243 -0.4 0.6 -0.6 0.1102
H -1.835037 4.656945 0.275967 0.7 -0.2 0.6 0.1020
H -0.055577 6.316075 1.246257 0.2 -0.3 0.2 0.0582
H -0.114787 7.914715 0.657257 -0.5 0.2 -0.5 0.0952
H 0.150873 6.506935 -0.455723 0.0 0.3 -0.4 0.0819
H -5.279097 4.462605 -0.881133 0.0 -0.1 -0.2 0.0713
H -3.763277 4.101395 -1.491433 -0.6 -0.6 -0.6 0.0061
C -2.904267 -3.092285 4.757027 -0.9 -0.9 -1.7 -0.0417
C -2.663697 -2.594775 3.287657 1.9 0.6 0.7 -0.3863
C -2.994207 -1.089525 3.204467 -0.8 -0.5 -1.2 -0.1585
O -3.002897 -0.570105 1.839447 1.3 0.7 0.8 -0.2526
C -2.906427 0.903165 1.742327 -1.3 -1.7 0.0 -0.0534
N -1.262607 -2.851485 2.957787 0.3 0.9 0.3 0.0354
H -3.993367 -3.091005 4.801387 -0.1 0.3 1.0 0.0714
H -2.349057 -2.680785 5.599947 -0.2 0.9 -0.5 0.0751
H -2.652027 -4.150485 4.825607 0.1 -0.2 -0.3 0.0597
H -3.179987 -3.166375 2.516407 -1.3 0.1 0.4 0.1210
H -2.316377 -0.528195 3.847537 -0.1 0.1 0.1 0.1226
H -4.050807 -1.023865 3.464077 0.0 0.3 0.9 0.1227
H -3.438527 1.088525 0.809257 0.4 0.4 -0.1 0.0720
H -1.900517 1.322575 1.760987 0.2 -0.4 0.0 0.0675
H -3.509127 1.350215 2.532897 0.1 0.1 0.2 0.0826
H -1.012577 -2.344525 2.120777 0.0 -0.1 -0.4 0.0762
H -1.119657 -3.838205 2.796397 0.1 0.3 -0.2 0.0415
C 4.035143 -3.572465 2.549927 0.2 0.8 1.0 -0.0405
C 4.423803 -4.924485 3.031007 1.5 0.4 2.4 -0.4953
C 3.461563 -5.566355 4.037967 0.0 -1.3 -0.5 -0.1392
O 4.031893 -6.880675 4.298877 0.0 0.6 -0.2 -0.2121
C 3.287103 -7.753165 5.116537 0.2 0.4 0.0 -0.1140
N 4.692833 -5.697715 1.892507 -0.6 -2.0 -1.4 0.0517
H 4.782863 -3.156855 1.874437 -0.2 -0.4 -0.5 0.0794
H 4.055453 -2.857285 3.372237 -0.7 0.0 0.2 0.0663
H 3.054983 -3.745055 2.105387 -0.1 0.9 -0.3 0.0664
H 5.356993 -4.947215 3.593807 0.4 0.7 0.2 0.1374
H 2.516023 -5.653345 3.502737 -0.6 -0.4 0.2 0.1069
H 3.285963 -5.070465 4.992617 0.2 0.5 -0.2 0.1102
H 2.310443 -7.922755 4.663237 -0.2 -0.3 0.2 0.0830
H 3.176933 -7.388705 6.137877 -0.3 0.5 0.1 0.0796
H 3.854763 -8.674435 5.247357 -0.1 -0.1 -0.5 0.0860
H 4.615093 -6.660615 2.187257 0.8 -0.6 0.1 0.0689
H 3.854813 -5.656045 1.330297 -0.2 0.4 -0.8 0.0229
C -0.529397 2.372135 -1.139053 1.5 0.2 1.0 -0.0627
C -0.244007 0.961135 -1.634413 -1.1 2.4 -0.9 -0.4181
C 0.223123 -0.062905 -0.647893 1.2 0.8 0.8 -0.1241
O 1.406643 0.547405 0.028197 -1.0 -1.0 -0.3 -0.2034
C 2.164383 -0.442565 0.733657 -1.1 0.1 -0.2 -0.0935
N -1.500797 0.740575 -2.363893 1.0 -1.3 -0.9 0.0571
H -0.742007 2.999155 -2.004933 -0.6 -0.1 0.2 0.0574
H 0.348273 2.857445 -0.712123 0.1 -0.2 0.5 0.0713
H -1.310177 2.312625 -0.380803 -0.3 0.5 -0.2 0.0694
H 0.543673 1.136855 -2.367073 0.2 -0.6 -0.3 0.1165
H 0.491133 -0.977205 -1.177373 0.3 -0.1 -0.1 0.1094
H -0.545687 -0.339255 0.073677 -0.1 0.2 0.3 0.1157
H 2.659503 -1.084485 0.005037 0.4 -0.1 0.2 0.0899
H 1.487003 -1.046985 1.336927 -0.2 -0.3 0.0 0.0636
H 2.820113 0.013055 1.475637 0.3 0.2 -0.5 0.0653
H -1.424577 -0.193325 -2.740873 -0.7 -0.4 0.0 0.0357
H -2.330947 0.821285 -1.794303 0.1 -0.3 0.4 0.0599
C -4.801667 -3.619855 -0.738283 -0.1 -1.1 -0.9 -0.0544
C -3.760687 -2.811855 -1.509573 0.7 -1.1 0.1 -0.4258
C -4.067417 -2.672055 -3.047643 0.9 -2.0 0.9 -0.1218
O -3.466067 -3.876765 -3.674923 -1.0 0.2 0.4 -0.2211
C -3.776507 -3.927775 -5.052823 0.1 1.6 -0.6 -0.1277
N -3.551827 -1.571615 -0.826823 -0.4 1.7 -0.9 0.0571
H -5.012837 -4.549945 -1.265953 -0.5 0.0 -0.4 0.0770
H -5.706077 -3.028955 -0.593393 0.0 -0.2 0.0 0.0556
H -4.438577 -4.019645 0.208517 0.2 0.6 0.3 0.0603
H -2.817157 -3.354835 -1.454543 0.1 -0.3 -0.3 0.1035
H -3.569607 -1.858565 -3.575403 -0.5 0.6 0.5 0.0963
H -5.149017 -2.686475 -3.181913 -0.1 0.2 -0.3 0.1166
H -2.956177 -4.214965 -5.710603 0.3 -0.8 0.6 0.0805
H -3.854077 -2.893755 -5.388813 -0.4 0.3 -0.2 0.0647
H -4.701577 -4.419905 -5.353103 -0.1 -0.4 0.5 0.0867
H -3.634547 -1.626765 0.178277 0.5 -0.5 0.3 0.0437
H -4.423187 -1.106105 -1.036893 -0.3 1.0 -0.1 0.0281
C 1.176013 -3.093645 -4.263253 1.9 0.2 -0.4 -0.0899
C 0.031013 -2.249085 -4.670143 -0.4 1.3 1.5 -0.4147
C -0.310707 -2.441135 -6.146263 0.2 -0.1 0.1 -0.2071
O -1.635037 -2.137005 -6.386883 -1.3 0.6 -0.7 -0.2135
C -1.936797 -1.506285 -7.636953 -0.8 0.0 0.7 -0.0779
N -1.012867 -2.418645 -3.621563 1.3 0.2 -1.2 0.0919
H 1.972763 -2.908285 -4.983623 0.1 -0.5 -0.5 0.0884
H 0.961823 -4.160465 -4.199123 0.0 0.0 0.0 0.0857
H 1.683023 -2.739835 -3.365553 -0.6 -0.1 0.3 0.0703
H 0.377263 -1.223125 -4.545163 -0.1 0.4 -0.1 0.1185
H -0.071857 -3.474275 -6.398583 0.0 -0.3 -0.4 0.1257
H 0.231193 -1.750345 -6.792223 1.0 -0.2 0.2 0.1191
H -1.304237 -0.673815 -7.945133 0.6 0.0 0.4 0.0838
H -2.908257 -1.051005 -7.444363 -0.2 -0.2 -0.4 0.0875
H -1.998467 -2.191845 -8.482113 0.0 -0.3 0.1 0.0871
H -1.828827 -1.877735 -3.869973 -0.2 -0.5 -0.1 0.0327
H -1.181747 -3.413665 -3.582613 -0.9 0.1 0.2 0.0710
C -6.383757 1.719595 -1.553413 1.0 -0.4 -0.7 -0.0691
C -7.258627 0.509145 -1.729383 -0.3 -0.6 0.9 -0.3790
C -7.540157 0.174425 -3.200143 0.0 1.3 -1.0 -0.2425
O -8.723047 -0.545725 -3.311783 -1.6 -1.0 -0.7 -0.1871
C -9.242757 -0.732795 -4.656273 0.9 -0.6 0.4 -0.0747
N -6.621507 -0.733775 -1.125923 -1.1 -0.1 -1.5 0.0503
H -5.626717 1.592025 -2.327173 0.3 0.4 -0.2 0.0630
H -5.792917 1.701735 -0.637613 -0.4 0.2 0.2 0.0680
H -6.873397 2.680165 -1.713613 -0.1 -0.1 0.1 0.0799
H -8.244997 0.668495 -1.293733 -0.1 0.1 0.1 0.1350
H -6.713697 -0.283835 -3.743343 0.5 -0.7 0.4 0.1227
H -7.704617 1.044345 -3.835983 0.2 1.0 0.5 0.1205
H -9.907027 -1.596285 -4.621023 0.1 0.1 0.1 0.0867
H -8.427097 -0.924045 -5.353563 0.3 -0.5 0.1 0.0797
H -9.776607 0.065575 -5.171743 -0.2 0.8 0.9 0.0815
H -6.804967 -1.008625 -0.171513 0.1 1.4 0.9 0.0753
H -7.314337 -1.366395 -1.499923 0.3 -1.2 -0.7 0.0582
C 6.888873 0.404785 -1.759253 -0.6 -0.8 1.1 -0.0590
C 6.719783 -0.529415 -0.492253 1.3 -0.8 -2.3 -0.3702
C 6.941903 -2.047435 -0.926713 0.3 1.9 0.6 -0.2523
O 5.909893 -2.452475 -1.754973 -1.3 -1.9 -0.7 -0.1949
C 5.813753 -3.921675 -1.838043 0.5 1.0 1.0 -0.0568
N 7.774513 -0.074245 0.457977 -0.6 -0.7 -0.5 0.0317
H 6.610663 1.406955 -1.433143 0.1 0.1 -0.3 0.0719
H 6.268673 0.078845 -2.594253 -0.2 0.0 0.2 0.0693
H 7.921473 0.381535 -2.107523 0.1 0.1 0.1 0.0686
H 5.677963 -0.485805 -0.174753 0.2 0.3 0.7 0.1182
H 7.032293 -2.626185 -0.007483 -0.2 -0.4 0.2 0.1121
H 7.882243 -2.111555 -1.474193 0.5 -0.1 0.0 0.1204
H 6.802153 -4.336625 -2.035503 0.1 0.0 -0.4 0.0816
H 5.081813 -4.297445 -2.552993 0.1 0.7 -0.2 0.0790
H 5.534483 -4.308555 -0.858023 -0.1 0.0 0.2 0.0678
H 8.096693 -0.856425 1.009777 -0.5 -0.4 0.8 0.0559
H 8.596473 -0.007855 -0.125193 0.3 0.7 -0.3 0.0537
C 2.615363 5.136225 2.266977 -0.9 0.6 -1.0 -0.0576
C 2.049813 3.744495 2.692137 0.7 2.1 1.9 -0.4066
C 0.501093 3.641855 2.719907 0.8 0.3 -0.1 -0.1711
O 0.041933 4.518505 3.737947 0.9 -0.2 1.1 -0.1869
C -1.335957 4.772005 3.764317 -0.2 0.2 -1.3 -0.1010
N 2.884003 2.745725 2.116967 0.3 -1.6 -0.7 0.0686
H 2.547053 5.196695 1.180807 0.1 0.0 -0.3 0.0611
H 3.641483 5.418015 2.503177 0.3 -1.1 0.3 0.0685
H 2.101843 6.033725 2.611797 -0.8 -0.3 0.3 0.0627
H 2.284523 3.712545 3.756087 -0.1 -0.1 0.3 0.1240
H 0.258453 2.609475 2.971717 -0.3 -0.2 -0.2 0.1020
H 0.089973 3.928415 1.751937 -0.3 -0.1 -0.2 0.1018
H -1.671957 5.486145 4.516107 0.8 0.2 0.1 0.0926
H -1.980377 3.911525 3.944307 0.2 -0.6 -0.3 0.0825
H -1.484107 5.192895 2.769827 -1.2 0.1 -0.1 0.0633
H 2.552303 2.223335 1.318727 -0.5 0.5 -0.5 0.0550
H 3.155743 2.013165 2.756967 -0.1 0.3 0.3 0.0146
C 0.851803 0.179815 4.459757 0.5 0.6 -1.4 -0.0648
C 1.461423 -1.189585 4.563197 0.5 -0.1 1.7 -0.4251
C 2.722813 -1.219665 5.488897 0.5 -1.7 -0.4 -0.1474
O 2.975103 -2.610295 5.850247 0.7 -0.3 0.9 -0.2612
C 4.164223 -2.809535 6.710167 -1.8 1.7 -0.5 -0.0573
N 0.403123 -1.997885 5.144507 0.7 -0.2 0.7 0.0422
H 0.127013 0.232105 3.647327 -0.2 -0.4 -0.2 0.0571
H 1.611843 0.888775 4.131417 0.0 0.6 0.5 0.0560
H 0.269413 0.449375 5.340817 0.6 0.1 0.2 0.0912
H 1.764763 -1.675295 3.635747 0.2 0.6 -0.5 0.1128
H 2.646573 -0.598925 6.381627 -0.2 0.1 0.1 0.1219
H 3.665903 -1.036405 4.974027 -0.2 1.2 -0.4 0.0972
H 5.062733 -2.324585 6.328577 0.3 -0.7 -0.9 0.0801
H 4.225633 -3.868775 6.959837 0.2 0.3 -0.2 0.0838
H 4.024093 -2.174435 7.584877 -0.4 -0.4 0.7 0.0737
H -0.079247 -2.319175 4.317357 -0.8 -0.6 0.1 0.0090
H 0.909323 -2.767525 5.558667 -0.4 -0.7 0.1 0.0581
C 4.204953 2.486515 7.737547 0.3 0.1 1.2 -0.0712
C 5.148123 1.676345 6.889397 1.0 1.2 -2.3 -0.3940
C 5.181123 2.091815 5.345947 -0.6 -0.2 1.9 -0.2013
O 5.828643 1.038665 4.710017 -0.3 -0.2 -1.0 -0.2058
C 5.385883 0.959645 3.362717 1.8 -1.5 0.0 -0.1051
N 6.580573 1.856385 7.213827 -0.2 -0.3 1.0 0.0329
H 3.197213 2.582655 7.333427 0.2 0.1 -0.2 0.0758
H 4.631063 3.436315 8.060657 -0.1 0.4 -0.7 0.0775
H 4.094173 2.001965 8.707627 -0.2 -0.4 0.1 0.0685
H 4.868633 0.626735 6.980547 -0.2 -0.2 -0.5 0.1110
H 5.773703 2.982785 5.138287 0.0 0.4 0.6 0.1301
H 4.200493 2.298065 4.917057 -0.4 -0.3 0.1 0.1011
H 6.138603 0.314475 2.909677 -0.1 -0.1 -0.4 0.0790
H 5.437903 1.887195 2.792587 -0.5 0.2 0.3 0.0951
H 4.453223 0.395805 3.344487 -0.5 0.4 -0.3 0.0634
H 7.133203 1.431125 6.483187 -0.1 0.1 -0.5 0.0599
H 6.818263 1.261515 7.994677 0.0 0.1 0.6 0.0646
C 2.044493 1.904255 -6.069433 -0.8 -0.1 0.2 -0.0466
C 1.175803 2.564275 -4.984453 0.1 -0.5 0.0 -0.4102
C 1.183683 4.100995 -4.985433 -0.9 -0.2 0.6 -0.1857
O 2.317243 4.730565 -4.406093 0.6 0.1 -1.1 -0.1736
C 2.405413 4.627315 -3.007543 -1.3 -0.5 0.1 -0.1023
N -0.198497 1.992885 -5.123043 0.7 0.8 -0.6 0.0595
H 1.658583 2.112595 -7.067313 0.1 0.6 -0.1 0.0790
H 1.827493 0.838935 -5.991363 0.7 -0.3 0.2 0.0541
H 3.112733 2.108975 -5.998313 -0.2 0.0 0.0 0.0847
H 1.501733 2.184475 -4.016143 0.7 0.3 0.2 0.1019
H 0.288243 4.447635 -4.469563 -0.3 -0.1 0.5 0.0971
H 0.970893 4.463185 -5.991233 0.8 0.1 -0.2 0.1291
H 1.525953 5.079105 -2.548683 -0.3 0.4 0.1 0.0712
H 3.278773 5.123735 -2.584563 0.2 -0.2 -0.5 0.0951
H 2.315353 3.577065 -2.730133 0.6 -0.1 0.4 0.0722
H -0.624237 1.921065 -4.209973 -0.3 -0.1 0.2 0.0168
H 0.005863 1.046695 -5.411273 -0.6 -0.3 0.0 0.0306
```
Forces are in eV/Å.

Properties
LUMO energy	0.0134	Ha
HOMO	-8.273	eV
electronic energy	-4045.45388	Eh
multiplicity	1
largest force on an atom	3.4	eV/A
energy above the lowest of the compared OMol25 structures with the same formula, charge and spin	188.88	kcal per mole